Entry from the Open Molecules 2025 dataset: 2 unconnected molecules or ions with the total composition C3H5FO (ωB97M-V/def2-TZVPD).

Calculated values
Spin multiplicity: 1
Net charge: 0
Energy above the lowest of the compared OMol25 structures with the same formula, charge and spin, kJ/mol: 147.5
HOMO-LUMO gap, eV: 10.43
Electronic energy, Ha: -292.34013
E_LUMO, Ha: 0.0289
Highest occupied orbital energy, Ha: -0.3544
Structure (SMILES): C=C=O.CF

Element x y z (Å)
H  1.632  0.328  2.992
C  -0.778  0.353  -1.725
H  2.219  0.266  1.229
H  -2.388  0.074  -3.041
F  1.219  -1.316  2.009
C  1.405  0.030  1.902
H  0.530  0.415  1.560
O  0.126  0.878  -1.204
H  -2.069  -0.953  -1.555
C  -1.897  -0.074  -2.166



Entry from the Open Molecules 2025 dataset: a molecular structure, C49H50N8P3STeY (ωB97M-V/def2-TZVPD).

Calculated values
Spin multiplicity: 1
Net charge: +2
Energy above the lowest of the compared OMol25 structures with the same formula, charge and spin, kJ/mol: 108.2
HOMO-LUMO gap, eV: 6.63
Electronic energy, Ha: -4063.62792
E_LUMO, Ha: -0.1685
Highest occupied orbital energy, Ha: -0.4122

Element x y z (Å)
H  0.691  -7.002  2.154
C  2.684  0.790  -1.027
C  -3.088  -1.686  1.246
C  1.018  -5.973  2.256
C  0.645  5.723  1.865
H  -5.710  -3.464  0.123
H  0.552  7.936  1.543
H  -3.088  5.419  -0.942
C  -1.912  0.821  -4.981
C  -1.170  -3.795  -1.360
C  -2.860  2.190  2.283
H  0.692  -1.724  -6.307
C  -4.426  -2.235  -1.049
H  -2.291  1.271  -7.043
C  -3.768  3.452  -1.517
H  -2.630  1.554  -4.620
H  -4.927  -2.434  -1.990
N  -3.853  3.093  2.451
C  0.904  4.616  1.110
Y  -0.488  0.509  0.461
H  2.197  -2.315  2.620
H  0.418  0.276  6.421
H  1.178  7.480  -0.977
C  -1.715  0.671  -6.348
C  4.405  0.249  2.411
H  -0.349  -0.722  3.215
C  1.054  6.745  -0.187
C  -1.175  0.042  -4.088
H  2.194  -6.361  4.010
H  2.064  -3.211  -2.216
C  0.081  -0.108  5.462
H  -2.472  2.399  4.262
N  -2.645  -1.108  0.101
H  -4.823  3.715  -1.483
H  3.996  2.225  -0.092
C  -2.033  1.820  -1.940
C  3.605  2.734  -2.131
H  -4.299  3.492  1.646
C  -4.852  -2.803  0.123
C  -3.389  2.161  -1.871
H  -0.119  -1.178  5.569
C  -2.794  4.410  -1.215
C  -0.039  -1.015  -5.935
H  -3.012  1.263  5.783
H  2.919  -4.002  4.255
H  -4.124  3.445  3.352
N  -2.486  1.739  1.140
C  6.473  -0.739  0.831
H  -2.079  0.288  6.886
C  2.022  0.455  -2.211
H  -1.621  1.974  6.642
H  -2.527  -1.450  2.135
C  2.928  2.402  -3.307
N  -2.888  -0.799  -2.194
C  -1.065  2.787  -1.634
H  1.386  -4.578  -4.152
H  -3.379  -1.033  -3.037
H  1.628  0.993  -4.266
C  1.855  -5.612  3.302
C  0.665  -4.352  -3.372
H  -0.042  -5.327  0.510
H  0.406  5.673  2.924
C  -0.778  -0.242  -6.824
C  -3.314  -1.388  -1.024
H  3.034  3.026  -4.191
P  -1.465  0.121  -2.312
C  0.726  6.951  1.117
C  -0.637  -4.832  -3.469
H  7.763  -0.211  2.468
H  -2.574  -4.929  -2.533
C  -4.167  -2.527  1.310
P  2.455  -0.220  0.500
H  5.929  0.677  3.870
H  7.283  -1.112  0.213
C  1.033  -3.701  1.435
C  -1.558  -4.552  -2.463
C  1.049  -3.588  -2.276
H  -4.471  -2.956  2.256
Te  1.126  2.650  1.778
H  -4.148  1.419  -2.094
H  -0.691  4.822  -1.053
H  -0.620  -0.346  -7.893
H  -1.883  -3.609  -0.561
C  5.715  0.268  2.889
C  2.139  1.266  -3.349
C  -0.238  -0.875  -4.568
H  4.236  3.617  -2.099
N  -1.112  0.640  5.061
P  0.624  -2.392  0.223
C  1.855  -3.339  2.512
C  5.175  -0.749  0.347
C  -1.449  4.079  -1.277
C  3.474  1.947  -1.001
C  -1.398  0.776  3.755
H  4.977  -1.115  -0.657
H  0.880  0.051  4.741
H  1.472  -0.473  -2.269
S  1.275  5.073  -0.499
H  -0.930  -5.435  -4.323
N  -2.268  1.811  3.481
C  4.136  -0.262  1.143
H  0.327  -1.491  -3.874
H  2.929  -2.432  -0.194
H  -0.003  2.552  -1.702
C  2.269  -4.290  3.436
N  -0.883  0.034  2.819
C  6.742  -0.228  2.100
H  -3.056  2.106  0.388
C  0.137  -3.308  -1.262
C  -2.003  1.081  6.146
C  0.603  -5.022  1.326
N  2.159  -1.777  -0.163
H  3.599  0.650  3.015



Entry from the Open Molecules 2025 dataset: a single C3HNS molecule (ωB97M-V/def2-TZVPD).

Calculated values
Spin multiplicity: 1
Net charge: 0
Energy above the lowest of the compared OMol25 structures with the same formula, charge and spin, kJ/mol: 574.5
HOMO-LUMO gap (alpha / beta), eV: 7.24 / 6.79
Electronic energy, Ha: -567.57988
E_LUMO (alpha / beta), Ha: -0.0692 / -0.0725
Highest occupied orbital energy (alpha / beta), Ha: -0.3351 / -0.3220

Element x y z (Å)
C  -0.759  0.097  -0.044
N  -1.691  2.421  0.073
C  -1.771  1.241  0.048
C  -2.294  -0.018  -0.105
H  -0.289  0.287  -0.922
S  -1.623  -1.555  0.050



Entry from the Open Molecules 2025 dataset: 2 unconnected molecules or ions with the total composition C2H5NO (ωB97M-V/def2-TZVPD).

Calculated values
Spin multiplicity: 1
Net charge: 0
Energy above the lowest of the compared OMol25 structures with the same formula, charge and spin, kJ/mol: 374.3
HOMO-LUMO gap, eV: 9.06
Electronic energy, Ha: -209.07976
E_LUMO, Ha: 0.0267
Highest occupied orbital energy, Ha: -0.3064

Element x y z (Å)
C  -0.656  1.397  -0.395
H  2.923  -0.814  0.240
H  1.687  0.144  0.622
H  -1.383  -1.534  0.324
O  2.556  -0.100  0.739
N  -1.185  0.309  -0.473
C  -1.419  -0.912  -0.545
H  -1.873  -1.323  -1.362
H  -1.154  2.313  -0.260